{"formula": "C38H50IN9O3SSbY", "method": "wB97M-V/def2-TZVPD", "energy_ha": -3170.69639, "charge": 2, "de_lowest_kcal_mol": 21.7, "largest_force_ev_per_a": 1.46, "elements": ["I", "Sb", "Y", "S", "O", "O", "O", "N", "N", "N", "N", "N", "N", "N", "N", "N", "C", "C", "C", "C", "C", "C", "C", "C", "C", "C", "C", "C", "C", "C", "C", "C", "C", "C", "C", "C", "C", "C", "C", "C", "C", "C", "C", "C", "C", "C", "C", "C", "C", "C", "C", "C", "C", "C", "H", "H", "H", "H", "H", "H", "H", "H", "H", "H", "H", "H", "H", "H", "H", "H", "H", "H", "H", "H", "H", "H", "H", "H", "H", "H", "H", "H", "H", "H", "H", "H", "H", "H", "H", "H", "H", "H", "H", "H", "H", "H", "H", "H", "H", "H", "H", "H", "H", "H"], "xyz": [[-1.868, -2.803, 1.746], [2.442, -0.595, -1.313], [-0.356, -0.595, -0.006], [1.948, -1.067, 1.960], [0.885, -3.002, -0.099], [-4.277, 2.298, -2.168], [-1.169, -1.684, -1.574], [-0.008, 0.961, -2.483], [-0.129, 1.383, -4.777], [-2.766, -0.247, 0.147], [3.306, 0.329, 3.781], [-0.457, 1.852, 0.056], [-0.530, 2.714, -1.004], [2.743, -1.827, 4.382], [-0.588, 0.532, 2.526], [-2.427, -1.086, -4.857], [-0.376, 1.856, 2.467], [2.715, -0.838, 3.473], [-4.686, 1.385, -3.180], [-4.932, -0.439, 3.755], [-5.117, 0.636, 2.898], [1.665, -5.218, -0.768], [1.883, -2.997, 4.275], [3.356, 1.346, -1.091], [-1.803, -1.663, -3.854], [-0.363, 2.268, -2.205], [-0.447, 0.674, 4.913], [-0.779, 4.928, -5.481], [-3.484, -0.265, 1.367], [-4.008, -1.425, 3.440], [-0.896, 5.422, -4.181], [-0.874, -2.804, -4.150], [-2.962, -0.250, -2.272], [-0.536, 3.589, -5.703], [-0.171, 2.636, 3.603], [3.645, 1.320, 2.770], [-0.202, 2.037, 4.849], [-3.440, -0.030, -0.929], [-3.633, 0.331, -3.368], [3.429, 0.817, 5.151], [-0.773, 4.576, -3.101], [-0.523, 3.215, -3.303], [4.126, -1.779, -0.680], [0.087, 0.596, -3.728], [-0.631, -0.026, 3.731], [3.872, -2.003, 5.296], [-4.400, 0.727, 1.716], [-3.293, -0.088, -4.632], [2.992, -0.802, -3.385], [-3.294, -1.315, 2.261], [-1.946, -1.208, -2.508], [-0.406, 2.736, -4.611], [-0.368, 2.494, 1.165], [0.471, -4.320, -0.518], [0.002, 3.700, 3.500], [-5.507, -0.519, 4.667], [2.369, -3.790, 3.698], [-3.848, -2.270, 4.096], [3.588, -1.829, 6.335], [4.539, 1.852, 3.095], [-0.096, 1.000, -5.709], [1.327, -6.199, -1.099], [-0.183, -4.763, 0.240], [-0.286, 3.577, 1.130], [2.836, 2.044, 2.634], [4.433, 1.226, -0.983], [-4.525, 1.575, 1.054], [4.079, -0.789, -3.434], [4.056, -2.770, -1.129], [2.310, -4.794, -1.538], [-3.737, 0.362, -5.513], [-0.046, 2.618, 5.748], [-5.829, 1.410, 3.150], [3.025, 1.830, 5.188], [-0.438, 3.206, -6.711], [1.528, -3.107, 0.618], [0.383, -0.422, -3.941], [2.860, 0.196, 5.836], [0.064, -2.707, -3.598], [2.630, -1.746, -3.792], [-0.865, 4.937, -2.088], [-1.338, -3.743, -3.840], [0.945, -2.739, 3.795], [2.249, -5.347, 0.147], [-4.501, 0.200, -0.843], [1.682, -3.372, 5.278], [-0.815, -1.092, 3.766], [5.028, -1.290, -1.045], [2.606, 0.024, -3.978], [-4.832, 1.900, -4.134], [3.151, 1.939, -1.982], [-0.686, -2.857, -5.219], [-5.636, 0.903, -2.915], [4.471, 0.857, 5.473], [-0.113, -4.170, -1.424], [-4.949, 2.983, -2.090], [3.849, 0.835, 1.823], [-0.503, 0.160, 5.863], [2.955, 1.869, -0.224], [4.170, -1.875, 0.401], [-1.080, 6.476, -4.021], [4.689, -1.341, 5.027], [-0.880, 5.601, -6.321], [4.227, -3.030, 5.209]], "forces_ev_per_angstrom": [[-0.5, 0.2, 0.3], [1.4, 0.3, -0.3], [0.3, -0.2, 0.7], [0.4, -0.2, 0.0], [-0.2, -0.1, 0.1], [0.1, 0.0, 0.0], [-0.2, -0.4, -0.4], [-0.1, 0.2, 0.6], [0.1, 0.0, 0.0], [0.0, 0.1, -0.4], [0.0, 0.0, 0.0], [0.3, 0.0, 0.2], [-0.2, 0.7, -0.3], [0.0, 0.0, 0.0], [-0.2, 0.1, -0.2], [0.0, -0.1, -0.1], [0.0, -0.2, 0.4], [-0.3, 0.2, 0.1], [-0.1, -0.1, -0.1], [0.0, 0.0, 0.0], [0.0, 0.0, 0.1], [-0.1, 0.2, 0.0], [0.0, 0.0, 0.0], [-0.1, -0.2, 0.0], [0.1, 0.0, 0.2], [0.1, -0.2, 0.2], [0.0, 0.2, 0.0], [0.0, 0.0, 0.0], [-0.2, 0.1, 0.3], [0.1, 0.0, -0.1], [0.0, 0.0, 0.1], [-0.1, 0.1, 0.1], [0.4, -0.3, -0.2], [0.0, 0.0, -0.1], [0.0, 0.1, -0.1], [0.0, 0.0, 0.0], [0.0, -0.1, 0.0], [-0.2, -0.2, 0.4], [0.1, 0.0, 0.1], [0.0, 0.1, 0.1], [0.0, 0.0, 0.0], [0.1, 0.0, -0.3], [-0.2, 0.1, -0.1], [0.0, -0.1, 0.0], [0.0, -0.1, 0.1], [0.1, -0.1, 0.1], [0.2, 0.0, -0.1], [0.0, 0.0, 0.0], [-0.2, 0.0, 0.1], [0.3, -0.4, -0.2], [-0.8, 0.2, -0.6], [-0.1, 0.3, 0.3], [0.1, 0.1, -0.3], [0.0, -0.1, -0.2], [0.0, 0.0, 0.0], [0.0, 0.0, 0.0], [0.0, 0.0, 0.0], [0.0, 0.0, 0.0], [0.0, 0.0, 0.0], [0.0, 0.0, 0.0], [0.0, -0.1, 0.0], [0.0, 0.0, 0.0], [0.0, 0.0, 0.0], [-0.1, 0.0, 0.0], [0.0, 0.0, 0.0], [0.0, 0.0, 0.0], [0.0, 0.0, 0.0], [0.0, 0.0, 0.0], [0.0, 0.0, 0.0], [0.0, 0.0, 0.0], [0.0, 0.0, 0.1], [0.0, 0.0, 0.0], [0.0, 0.0, 0.0], [0.0, 0.0, 0.0], [0.0, 0.0, 0.0], [0.0, 0.2, 0.1], [-0.1, 0.0, -0.1], [0.0, 0.1, 0.0], [0.0, 0.0, 0.0], [0.0, 0.0, 0.0], [0.0, 0.0, 0.0], [0.1, 0.0, 0.0], [0.0, 0.0, 0.0], [0.0, 0.0, 0.0], [0.0, 0.1, 0.0], [0.0, 0.0, 0.0], [0.0, 0.0, -0.1], [0.0, 0.0, 0.0], [0.1, 0.0, 0.0], [0.0, 0.0, 0.0], [0.0, 0.0, 0.0], [0.0, 0.0, 0.0], [0.0, 0.1, 0.0], [0.0, 0.0, 0.0], [0.0, 0.0, 0.0], [0.0, 0.1, 0.0], [0.0, 0.0, -0.1], [0.0, 0.0, 0.0], [0.0, 0.0, 0.0], [0.0, 0.0, 0.0], [0.0, 0.0, 0.0], [0.0, 0.0, 0.0], [0.0, 0.0, 0.0], [0.0, 0.0, 0.0]], "mulliken_charge": [0.271, 1.337, 0.232, -0.273, 0.329, -0.470, -0.715, 0.674, 0.262, 0.852, 0.301, 1.597, -1.273, 0.306, 1.105, -0.592, 0.375, -0.408, -1.091, -0.712, -0.940, -1.312, -0.995, -1.384, 0.425, -0.202, -1.095, -0.530, -0.297, -0.553, -0.866, -1.112, 0.360, -0.910, -1.073, -1.160, -0.833, -1.012, 0.894, -1.320, -0.453, 0.703, -1.281, -1.992, -0.253, -1.293, 0.006, -1.096, -1.533, 0.173, 1.223, -0.104, -0.626, -0.243, 0.561, 0.436, 0.351, 0.521, 0.371, 0.483, 0.357, 0.450, 0.361, 0.406, 0.251, 0.526, 0.592, 0.571, 0.390, 0.259, 0.444, 0.502, 0.445, 0.466, 0.469, -0.043, 1.347, 0.391, 0.149, 0.415, 0.485, 0.396, 0.194, 0.359, 0.677, 0.389, 0.233, 0.566, 0.441, 0.430, 0.444, 0.316, 0.393, 0.349, 0.045, 0.307, 0.313, 0.559, 0.225, 0.238, 0.469, 0.424, 0.440, 0.416]}

***

{"formula": "C38H51BN10O2PdS4", "method": "wB97M-V/def2-TZVPD", "energy_ha": -3921.87579, "charge": 2, "de_lowest_kcal_mol": 17.8, "largest_force_ev_per_a": 1.19, "elements": ["Pd", "S", "S", "S", "S", "O", "O", "N", "N", "N", "N", "N", "N", "N", "N", "N", "N", "C", "C", "C", "C", "C", "C", "C", "C", "C", "C", "C", "C", "C", "C", "C", "C", "C", "C", "C", "C", "C", "C", "C", "C", "C", "C", "C", "C", "C", "C", "C", "C", "C", "C", "C", "C", "C", "C", "B", "H", "H", "H", "H", "H", "H", "H", "H", "H", "H", "H", "H", "H", "H", "H", "H", "H", "H", "H", "H", "H", "H", "H", "H", "H", "H", "H", "H", "H", "H", "H", "H", "H", "H", "H", "H", "H", "H", "H", "H", "H", "H", "H", "H", "H", "H", "H", "H", "H", "H", "H"], "xyz": [[-1.458, 0.039, -0.699], [-1.837, 0.768, 1.623], [0.528, -2.486, 0.829], [0.883, 2.464, -1.472], [1.264, -0.660, 0.148], [0.530, 3.830, -1.205], [1.741, 1.791, -0.520], [0.712, 1.399, 2.438], [-0.411, 1.498, -1.669], [-2.756, -1.437, -0.337], [-5.789, -4.266, -0.474], [3.957, -1.055, 0.972], [-0.504, 3.153, 1.931], [-2.473, 0.980, -2.374], [0.180, -1.081, 3.192], [-0.963, -2.944, 3.102], [2.523, -0.388, 2.474], [-1.498, -4.336, 2.841], [-1.244, -2.336, 4.313], [3.707, -0.620, 3.122], [-2.437, 3.731, 0.398], [3.704, 2.295, -6.812], [-2.594, -2.600, -0.992], [-3.937, -1.221, 0.272], [-3.568, -3.562, -1.060], [-0.505, 1.808, 2.020], [0.754, 3.602, 2.287], [4.641, -1.457, -0.321], [-0.121, -2.131, 2.420], [-3.580, 1.070, -3.112], [-1.696, 4.064, 1.701], [1.500, 2.527, 2.598], [-1.037, -5.221, 4.001], [-0.975, -4.937, 1.546], [4.603, -1.036, 2.192], [-2.611, 3.922, 2.914], [2.688, -0.677, 1.184], [-1.565, 2.913, -3.435], [-3.741, 2.068, -4.045], [-4.964, -2.129, 0.248], [2.976, 2.334, -5.494], [1.671, 2.414, -3.042], [3.936, -0.824, -1.522], [2.684, 3.551, -4.884], [1.949, 1.185, -3.630], [6.079, -0.944, -0.269], [-2.714, 2.995, -4.197], [-4.804, -3.346, -0.432], [2.034, 3.603, -3.661], [2.597, 1.155, -4.852], [-1.469, 1.867, -2.521], [-0.545, -1.197, 4.366], [-1.188, 5.501, 1.604], [4.604, -2.980, -0.397], [-3.018, -4.241, 2.788], [1.194, 0.097, 3.120], [-3.379, -4.472, -1.614], [-6.686, -4.086, -0.058], [-1.647, -2.737, -1.496], [-1.732, 3.671, -0.432], [-0.433, 5.601, 0.823], [2.807, 0.202, -5.325], [-3.129, 4.547, 0.187], [-3.455, 4.606, 2.811], [1.806, 4.549, -3.187], [0.113, -5.043, 1.551], [4.778, 2.416, -6.653], [1.448, 0.352, 4.267], [-1.394, -5.940, 1.464], [6.107, 0.133, -0.096], [-4.053, -0.269, 0.771], [3.820, -0.461, 4.182], [5.639, -1.296, 2.299], [2.525, 2.465, 2.918], [-0.475, -0.453, 5.140], [-0.793, 5.864, 2.554], [3.379, 3.104, -7.466], [4.609, -0.880, -2.377], [-3.004, 2.908, 2.997], [0.049, -5.189, 4.102], [-3.438, -3.851, 3.716], [-5.686, -5.115, -0.999], [-2.816, 3.794, -4.920], [-3.008, 2.811, 0.468], [-2.028, 6.139, 1.337], [-3.436, -5.236, 2.628], [3.024, -1.354, -1.787], [-1.331, -6.251, 3.800], [-4.343, 0.323, -2.933], [-4.641, 2.121, -4.640], [3.547, 1.349, -7.327], [6.551, -1.147, -1.229], [3.573, -3.342, -0.404], [1.025, 4.640, 2.274], [5.129, -3.430, 0.447], [-2.077, 4.174, 3.832], [6.677, -1.447, 0.490], [-3.328, -3.596, 1.966], [-1.896, -2.780, 5.043], [-1.486, -4.934, 4.952], [3.703, 0.230, -1.346], [1.645, 0.267, -3.140], [-1.296, -4.379, 0.670], [2.969, 4.474, -5.376], [5.089, -3.310, -1.316], [-5.893, -1.892, 0.749], [-0.772, 3.639, -3.535]], "forces_ev_per_angstrom": [[-0.8, 0.8, 0.3], [0.6, -0.4, -0.1], [0.3, 0.1, -0.3], [0.0, -0.2, -0.2], [-0.1, -0.7, 0.5], [-0.1, 0.0, 0.1], [0.0, 0.0, 0.1], [-0.1, 0.2, 0.2], [-0.4, 0.5, 0.0], [-0.3, -0.2, 0.1], [0.1, 0.1, 0.0], [0.2, 0.0, -0.2], [0.0, 0.2, -0.1], [0.7, -0.3, -0.4], [-0.2, 0.2, 0.2], [-0.1, 0.0, -0.2], [-0.1, 0.1, 0.1], [0.1, 0.0, 0.1], [-0.1, -0.2, 0.0], [0.0, 0.0, 0.0], [0.2, 0.0, 0.0], [0.0, 0.0, 0.1], [-0.1, 0.1, 0.0], [0.0, -0.1, -0.1], [0.2, -0.1, -0.1], [-0.1, -0.2, -0.2], [-0.1, 0.1, -0.1], [-0.1, 0.0, 0.0], [-0.1, -0.1, 0.5], [0.0, -0.1, 0.2], [0.0, 0.0, -0.1], [-0.1, -0.2, -0.1], [0.0, 0.0, 0.0], [0.1, 0.0, 0.0], [-0.1, 0.1, -0.1], [0.0, 0.0, 0.0], [0.1, 0.1, -0.2], [0.1, 0.1, 0.1], [0.0, 0.1, -0.1], [0.0, 0.1, 0.1], [0.1, 0.0, -0.1], [0.0, 0.0, -0.1], [0.0, 0.1, 0.1], [0.0, 0.0, 0.0], [0.0, 0.1, 0.0], [0.0, 0.0, 0.1], [-0.1, 0.0, -0.1], [-0.2, -0.1, 0.0], [0.0, -0.1, 0.0], [0.0, -0.1, 0.0], [0.2, -0.2, 0.1], [0.2, 0.2, -0.1], [0.1, 0.0, 0.0], [0.0, 0.0, 0.0], [0.0, 0.0, 0.0], [0.2, -0.1, 0.1], [0.0, 0.0, 0.0], [0.0, 0.0, 0.0], [0.0, 0.0, 0.0], [0.0, 0.0, 0.0], [0.0, 0.0, 0.0], [0.0, 0.0, 0.0], [0.0, 0.0, 0.0], [0.0, 0.0, 0.0], [0.0, 0.0, 0.0], [-0.1, 0.0, 0.0], [0.0, 0.0, 0.0], [0.1, 0.0, -0.1], [0.0, 0.0, 0.0], [0.0, 0.0, 0.0], [0.0, 0.0, 0.0], [0.0, 0.0, -0.1], [0.0, 0.0, 0.0], [0.0, 0.0, 0.0], [0.0, 0.0, -0.1], [0.0, 0.0, 0.0], [0.0, 0.0, 0.0], [0.0, 0.0, 0.0], [0.0, 0.0, 0.0], [0.0, 0.0, 0.0], [0.0, 0.0, 0.0], [0.0, 0.0, 0.0], [0.0, 0.0, 0.0], [0.0, 0.0, 0.0], [0.0, 0.0, 0.0], [0.0, 0.0, 0.0], [0.0, 0.0, 0.0], [0.0, 0.0, 0.0], [0.0, 0.0, 0.0], [0.0, 0.0, 0.0], [0.0, 0.0, 0.0], [0.0, 0.0, 0.0], [0.0, 0.0, 0.0], [0.0, 0.0, 0.0], [0.0, 0.0, 0.0], [0.0, 0.0, 0.0], [0.0, 0.0, 0.0], [0.0, 0.0, 0.0], [0.0, 0.0, -0.1], [0.0, 0.0, 0.0], [0.0, -0.1, 0.0], [0.0, 0.0, 0.0], [0.0, 0.0, 0.0], [0.0, 0.0, 0.0], [0.0, 0.0, 0.0], [0.0, 0.0, 0.0], [0.0, 0.0, 0.0]], "mulliken_charge": [0.400, -0.115, -0.133, 1.898, 0.511, -0.703, -0.555, 1.484, -0.103, 0.847, -0.477, 0.766, 0.648, -0.324, -0.052, 0.606, 0.342, 1.287, -0.504, -1.412, -1.284, -1.544, -0.910, -0.850, -0.638, -0.048, -0.392, 1.394, 0.383, -0.312, 1.223, -1.578, -1.720, -2.135, -0.359, -1.635, -0.634, -0.303, -0.982, -1.048, 0.920, -0.540, -1.986, -0.787, -0.664, -1.882, -0.713, 0.971, -0.230, -1.013, 0.794, -1.257, -2.098, -1.569, -1.386, 0.110, 0.421, 0.197, 0.552, 0.208, 0.386, 0.402, 0.600, 0.476, 0.547, 0.483, 0.300, -0.182, 0.597, 0.416, 0.698, 0.623, 0.622, 0.697, 0.705, 0.465, 0.400, 0.703, 0.270, 0.368, 0.415, 0.200, 0.465, 0.302, 0.479, 0.503, 0.256, 0.468, 0.482, 0.437, 0.382, 0.482, 0.254, 0.572, 0.396, 0.382, 0.493, 0.238, 0.618, 0.403, 0.486, 0.477, 0.335, 0.427, 0.430, 0.449, 0.501]}